Entry 1:
Below is a molecular structure, C18H22Cl4N4O2P2Tl, with properties calculated with the ωB97M-V functional and the def2-TZVPD basis.

Values from the calculation:
- Calculated total energy: -3764.39974 Ha
- Total charge: +1
- LUMO: -2.87 eV
- HOMO energy: -0.344 Ha
- Strongest force on any atom: 0.0083 hartree/bohr

Element x y z (Å)
Tl: 0.0913 0.0411 -0.0037
Cl: -4.1429 -4.1181 3.4985
C: -2.9340 -2.9580 3.0982
C: -2.1695 -2.3618 4.0929
Cl: -2.4176 -2.7749 5.7466
C: -1.1882 -1.4290 3.7454
Cl: -0.2106 -0.6722 4.9525
C: -0.9561 -1.0803 2.4205
O: 0.0044 -0.1963 2.1101
C: -1.7467 -1.6806 1.4079
O: -1.5511 -1.3571 0.1204
C: -2.7131 -2.6102 1.7634
Cl: -3.6296 -3.3329 0.4851
C: 0.0138 1.1363 -3.9571
P: -0.2123 -0.1460 -2.6917
C: -1.8524 -0.8556 -3.0099
C: 0.9655 -1.4614 -3.1857
C: 1.0456 -2.6088 -2.1634
P: 1.7058 -2.0751 -0.5415
C: 3.5120 -2.0501 -0.7660
C: 1.3783 -3.4745 0.5595
H: -0.1242 0.7038 -4.9497
H: 1.0136 1.5657 -3.8864
H: -0.7195 1.9293 -3.8100
H: -1.8925 -1.3135 -3.9997
H: -2.5975 -0.0610 -2.9524
H: -2.0902 -1.5860 -2.2344
H: 1.9438 -0.9935 -3.3279
H: 0.6516 -1.8414 -4.1599
H: 1.6682 -3.4206 -2.5445
H: 0.0526 -3.0246 -1.9716
H: 3.8704 -3.0399 -1.0567
H: 3.9870 -1.7632 0.1726
H: 3.7936 -1.3287 -1.5345
H: 1.8222 -4.3857 0.1560
H: 0.2991 -3.5992 0.6622
H: 1.7925 -3.2711 1.5468
N: 2.0300 4.0373 0.2884
C: 3.2676 3.4473 0.1506
C: 3.0232 2.1246 -0.0388
N: 1.6641 1.9070 -0.0298
C: 1.0940 3.0752 0.1755
C: -0.3563 3.1994 0.2673
N: -1.1261 2.1518 0.0940
C: -2.4212 2.5678 0.2859
C: -2.4223 3.8988 0.5684
N: -1.1013 4.2875 0.5495
H: 1.8760 5.0170 0.4594
H: 4.1843 4.0089 0.2078
H: 3.7304 1.3216 -0.1695
H: -3.2529 1.8840 0.2248
H: -3.2223 4.5864 0.7839
H: -0.7728 5.2155 0.7580

Entry 2:
Below is a molecular structure, C18H22Cl5N5O4S5Tm in a non-equilibrium geometry, with properties calculated with the ωB97M-V functional and the def2-TZVPD basis.

Values from the calculation:
- Calculated total energy: -6651.25344 Ha
- Energy above the lowest of the compared OMol25 structures with the same formula, charge and spin: 0.812 eV
- Total charge: -1
- Multiplicity: 3
- LUMO (alpha / beta): 1.30 / 1.30 eV
- HOMO energy (alpha / beta): -0.127 / -0.127 Ha
- Strongest force on any atom: 0.0409 hartree/bohr

Element x y z (Å)
Tm: -0.0929 -0.5502 -0.1081
N: 2.2891 0.3585 0.2061
C: 2.6090 0.9646 1.4980
C: 3.9607 0.4151 2.0191
C: 4.2992 0.5260 3.5107
C: 4.5533 1.9326 4.1114
N: 4.6810 3.0368 3.1621
C: 3.7655 3.9639 2.8738
N: 4.1518 4.9983 2.1023
N: 2.5606 3.9223 3.3959
C: 1.4097 0.7255 2.4685
O: 1.4948 1.2122 3.6300
O: 0.3996 0.1570 2.0141
H: 2.4715 -0.6492 0.3158
H: 2.9003 0.6942 -0.5282
H: 2.6549 2.0468 1.3527
H: 4.7746 0.8457 1.4234
H: 3.9302 -0.6551 1.8038
H: 5.2030 -0.0643 3.6795
H: 3.4894 0.0481 4.0579
H: 5.4949 1.9114 4.6625
H: 3.7617 2.1815 4.8132
H: 5.5485 3.0891 2.6579
H: 5.0557 5.0001 1.6659
H: 3.4396 5.5724 1.6826
H: 2.1154 2.9353 3.5573
H: 1.9072 4.6253 3.0823
O: -1.3877 -2.0201 0.5552
N: -1.7175 -1.8549 1.8273
C: -1.4445 -2.8321 2.7083
C: -1.8132 -2.7255 4.0250
C: -2.5006 -1.5830 4.4429
C: -2.7553 -0.5804 3.5391
C: -2.3308 -0.6928 2.2064
S: -2.5257 0.5289 1.0473
H: -0.9157 -3.6755 2.2928
H: -1.5509 -3.5169 4.7108
H: -2.8165 -1.4762 5.4729
H: -3.2536 0.3356 3.8173
S: 1.0886 -1.6248 -2.3264
S: 0.9197 -3.4923 -1.4935
S: 2.3549 -3.6239 -0.0118
S: 1.7095 -2.4155 1.5146
Cl: -2.5254 2.0543 -6.7048
C: -1.7594 1.7453 -5.1738
C: -2.2665 0.7589 -4.3421
C: -1.6712 0.5443 -3.1188
Cl: -2.2128 -0.7250 -2.0781
C: -0.5736 1.3077 -2.6373
O: -0.0841 1.1629 -1.4584
C: -0.0808 2.2543 -3.5697
Cl: 1.3559 3.1358 -3.1470
C: -0.6486 2.4819 -4.8091
H: -3.1124 0.1620 -4.6512
H: -0.2237 3.2176 -5.4765
Cl: 0.5128 5.7886 0.6954
C: -0.0692 4.3244 -0.1295
Cl: -0.1653 2.9197 0.9388
H: 0.6021 4.1128 -0.9489
H: -1.0683 4.5496 -0.4843

Entry 3:
Below is 6 unconnected molecules or ions with the total composition C18H22Cl6F12O8 in a non-equilibrium geometry, with properties calculated with the ωB97M-V functional and the def2-TZVPD basis.

Values from the calculation:
- Calculated total energy: -5260.57631 Ha
- Energy above the lowest of the compared OMol25 structures with the same formula, charge and spin: 0.452 eV
- SMILES: CCOC(=O)C(F)(F)F.CCOC(=O)C(F)(F)F.CCOC(=O)C(F)(F)F.CCOC(=O)C(F)(F)F.ClC(Cl)Cl.ClC(Cl)Cl
- LUMO: 0.38 eV
- HOMO energy: -0.409 Ha
- Strongest force on any atom: 0.1266 hartree/bohr

Element x y z (Å)
C: -4.8968 -2.6245 1.5493
C: -3.7536 -2.2420 0.6142
O: -2.6958 -3.1618 0.7991
C: -1.7482 -2.7802 1.5996
O: -1.5828 -1.7062 2.0139
C: -0.9354 -3.9964 2.0918
F: -1.6980 -5.0205 2.3465
F: -0.0547 -4.3741 1.1475
F: -0.2344 -3.6733 3.1503
H: -5.7381 -1.9408 1.4149
H: -4.5778 -2.6039 2.5922
H: -5.2795 -3.6191 1.3113
H: -3.4175 -1.2318 0.8313
H: -4.0918 -2.2255 -0.4123
C: -2.1570 4.0192 -1.8375
C: -2.8628 2.7198 -1.6761
O: -3.6685 2.5530 -2.8967
C: -4.5346 1.6276 -2.9417
O: -4.5895 0.7015 -2.2744
C: -5.5180 1.7520 -4.1080
F: -5.4943 0.6166 -4.8205
F: -6.7463 1.8963 -3.5821
F: -5.2662 2.7788 -4.9241
H: -2.8612 4.8583 -1.8447
H: -1.5136 3.9903 -2.7029
H: -1.6809 4.2517 -0.8760
H: -3.5514 2.6535 -0.8367
H: -2.1428 1.9095 -1.6316
C: -1.1523 -0.4711 -3.3465
C: -0.0799 0.5947 -3.1610
O: 1.1966 -0.0218 -3.2184
C: 2.2313 0.7443 -3.3991
O: 2.2257 1.8358 -3.8084
C: 3.5234 0.1078 -2.8942
F: 4.0822 0.9842 -2.0625
F: 3.3282 -1.0301 -2.2674
F: 4.3817 -0.1201 -3.8784
H: -2.1461 -0.1010 -3.1461
H: -0.9486 -1.2240 -2.5674
H: -0.9741 -0.9968 -4.2809
H: -0.2015 1.0880 -2.1927
H: -0.1932 1.3533 -3.9395
C: 7.8277 -0.1588 0.4165
C: 6.5016 -0.8368 0.5908
O: 5.4932 0.0911 0.9742
C: 5.4095 0.3417 2.2531
O: 6.2258 0.2144 3.0839
C: 4.0748 1.0063 2.6428
F: 3.6165 0.5357 3.7932
F: 4.2631 2.3022 2.7167
F: 3.1248 0.8297 1.7037
H: 8.0981 0.3136 1.3654
H: 7.8109 0.6673 -0.2946
H: 8.6033 -0.8663 0.1339
H: 6.5537 -1.6522 1.3086
H: 6.2234 -1.2980 -0.3520
Cl: 0.8269 2.3912 2.9876
C: -0.6406 1.8476 2.1450
Cl: -0.3471 1.3811 0.4830
Cl: -1.7668 3.2411 2.1222
H: -1.0971 1.0562 2.7179
Cl: -0.2717 -1.5967 7.5445
C: -0.4809 -1.9443 5.8293
Cl: 0.0715 -0.6358 4.7993
Cl: -2.1996 -2.2814 5.5137
H: 0.0974 -2.8201 5.5873

Entry 4:
Below is 2 unconnected molecules or ions with the total composition C18H22ClN3O2, with properties calculated with the ωB97M-V functional and the def2-TZVPD basis.

Values from the calculation:
- Calculated total energy: -1474.03992 Ha
- Energy above the lowest of the compared OMol25 structures with the same formula, charge and spin: 1.035 eV
- SMILES: CCC(=O)OCCc1ccc2ncc(CCCCl)nc2c1.CC#N
- LUMO: -0.11 eV
- HOMO energy: -0.337 Ha
- Strongest force on any atom: 0.0160 hartree/bohr

Element x y z (Å)
C: -4.3017 5.0192 -1.2820
C: -3.7429 4.0160 -0.2765
C: -2.3814 3.5348 -0.6794
O: -1.9796 3.6314 -1.7973
O: -1.5680 3.0064 0.2634
C: -2.1979 2.1277 1.1973
C: -2.7514 0.8666 0.5520
C: -1.8335 -0.3319 0.5225
C: -2.3951 -1.5610 0.0963
C: -1.6304 -2.6924 0.0027
C: -0.2558 -2.6705 0.3206
N: 0.4879 -3.8066 0.1871
C: 1.7451 -3.6781 0.5131
C: 2.3274 -2.4773 0.9822
C: 3.7771 -2.3782 1.3689
C: 4.4937 -3.6981 1.6291
C: 5.0851 -4.4382 0.4016
Cl: 4.7273 -3.6984 -1.1730
N: 1.6214 -1.3814 1.0958
C: 0.3023 -1.4667 0.7577
C: -0.5039 -0.3092 0.8493
H: -4.7482 4.5156 -2.1310
H: -3.5277 5.6769 -1.6508
H: -5.0867 5.6058 -0.8179
H: -3.7471 4.4731 0.7099
H: -4.4235 3.1674 -0.2352
H: -2.9812 2.6310 1.7593
H: -1.4359 1.8720 1.9194
H: -3.0739 1.0447 -0.4735
H: -3.6500 0.5889 1.1009
H: -3.4443 -1.6032 -0.1539
H: -2.0893 -3.6137 -0.3201
H: 2.3722 -4.5476 0.3993
H: 3.7768 -1.8243 2.3053
H: 4.3024 -1.7480 0.6605
H: 5.2924 -3.5618 2.3477
H: 3.7822 -4.3644 2.1084
H: 6.1527 -4.5512 0.5208
H: 4.6744 -5.4389 0.3581
H: -0.0152 0.5952 1.1743
C: 0.9881 2.3089 -2.5058
C: 2.4333 2.1178 -2.5456
N: 3.5658 1.9696 -2.5765
H: 0.5902 1.9469 -1.5597
H: 0.7466 3.3643 -2.6045
H: 0.5199 1.7610 -3.3209

Entry 5:
Below is C18H22ClN3O5 in the gas phase in a non-equilibrium geometry, with properties calculated with the ωB97M-V functional and the def2-TZVPD basis.

Values from the calculation:
- Calculated total energy: -1699.12662 Ha
- Energy above the lowest of the compared OMol25 structures with the same formula, charge and spin: 16.607 eV
- SMILES: CCOC(CC(=O)NNC(=O)c1c(-c2ccccc2Cl)noc1C)OCC
- LUMO: 0.08 eV
- HOMO energy: -0.321 Ha
- Strongest force on any atom: 0.3862 hartree/bohr

Element x y z (Å)
C: 2.1487 -4.2531 4.1541
C: 1.1639 -3.2191 3.5035
O: 1.6853 -2.8096 2.3475
C: 1.0768 -3.8065 1.3338
C: 1.8877 -3.3137 -0.1046
C: 1.2701 -1.9831 -0.4478
O: 0.9293 -1.5483 -1.5220
N: 1.5407 -0.9820 0.4726
N: 1.1242 0.3485 0.0167
C: 0.4202 0.9378 1.2008
O: 0.7293 0.6009 2.3607
C: -0.2690 2.0772 0.7937
C: -0.8179 2.5953 -0.5091
C: -1.0261 1.7160 -1.4059
C: -1.7008 0.3492 -1.4601
C: -2.0224 -0.5601 -2.2212
C: -1.5972 -0.1645 -3.5746
C: -0.8623 0.9446 -3.9921
C: -0.5281 1.8938 -2.8544
Cl: 0.1258 3.3796 -3.2469
N: -1.0513 3.6906 -0.6243
O: -1.0730 4.2102 0.7972
C: -0.3164 3.3375 1.4200
C: -0.0193 3.7368 2.8956
O: -0.4068 -3.9778 1.3568
C: -0.9454 -2.7942 0.9490
C: -2.4190 -3.1829 1.2383
H: 3.1782 -3.6906 4.1919
H: 2.2495 -5.0351 3.6670
H: 2.0665 -4.5321 5.0742
H: 1.1164 -2.3391 3.9903
H: 0.2248 -3.7681 3.5656
H: 1.4449 -4.6605 1.3916
H: 2.8462 -3.3231 0.2078
H: 1.5706 -4.1341 -0.9055
H: 1.7212 -1.2735 1.4634
H: 0.6628 0.3038 -0.7370
H: -1.8499 0.2126 -0.3483
H: -2.5115 -1.5085 -2.2858
H: -1.6866 -0.9079 -4.3317
H: -0.5171 1.2733 -4.7698
H: -0.5770 4.2054 3.3902
H: 0.4871 2.6991 3.3280
H: 0.9081 4.5730 2.8351
H: -0.5949 -1.8711 1.7941
H: -1.0088 -2.4433 -0.1182
H: -2.8267 -3.8632 0.5970
H: -2.6725 -3.6419 2.1439
H: -3.0414 -2.3885 1.0550

Entry 6:
Below is C18H22ClNO6 in the gas phase, with properties calculated with the ωB97M-V functional and the def2-TZVPD basis.

Values from the calculation:
- Calculated total energy: -1665.53594 Ha
- Energy above the lowest of the compared OMol25 structures with the same formula, charge and spin: 0.474 eV
- SMILES: CCOC(=O)C1CCN(C(=O)COC(=O)COc2ccc(Cl)cc2)CC1
- LUMO: 0.65 eV
- HOMO energy: -0.309 Ha
- Strongest force on any atom: 0.0107 hartree/bohr

Element x y z (Å)
C: 5.3581 5.1116 -0.5127
C: 4.3856 4.8707 -1.6576
O: 3.1684 4.2800 -1.1926
C: 3.1497 2.9570 -1.0315
O: 4.0916 2.2401 -1.2566
C: 1.7723 2.5067 -0.5760
C: 1.8383 1.3848 0.4678
C: 2.3163 0.0711 -0.1593
N: 1.4599 -0.2810 -1.2681
C: 0.4710 -1.1901 -1.2619
O: -0.3115 -1.3387 -2.1790
C: 0.3764 -2.1061 -0.0249
O: -0.7542 -2.9420 -0.1989
C: -1.9306 -2.2974 -0.1721
O: -2.0804 -1.1805 0.2370
C: -3.0357 -3.1995 -0.7049
O: -4.3049 -2.8731 -0.2047
C: -4.5298 -2.9988 1.1322
C: -3.6185 -3.5050 2.0529
C: -3.9647 -3.6069 3.3901
C: -5.2193 -3.2070 3.8112
Cl: -5.6460 -3.3389 5.4826
C: -6.1387 -2.7005 2.9042
C: -5.7925 -2.5989 1.5740
C: 1.4965 0.7082 -2.3289
C: 0.9651 2.0393 -1.8001
H: 6.2435 5.6164 -0.8879
H: 4.8935 5.7293 0.2520
H: 5.6546 4.1634 -0.0709
H: 4.8362 4.2095 -2.4050
H: 4.0835 5.8105 -2.1235
H: 1.2811 3.3836 -0.1446
H: 2.5121 1.6659 1.2783
H: 0.8377 1.2430 0.8823
H: 2.3362 -0.7225 0.5853
H: 3.3290 0.2101 -0.5483
H: 0.2565 -1.5103 0.8861
H: 1.2385 -2.7700 0.0478
H: -3.0912 -3.0274 -1.7846
H: -2.7733 -4.2500 -0.5267
H: -2.6333 -3.8219 1.7491
H: -3.2552 -3.9988 4.1021
H: -7.1149 -2.3888 3.2403
H: -6.4877 -2.2073 0.8493
H: 0.8747 0.3467 -3.1488
H: 2.5302 0.8129 -2.6689
H: 1.0020 2.7952 -2.5855
H: -0.0762 1.9053 -1.5001